Below is an isolated molecule of C7H12Si, with properties calculated with ωB97M-V/def2-TZVPD.

```
20
Properties=species:S:1:pos:R:3:forces:R:3:lowdin_charge:R:1
C 1.829799 2.447752 -0.702885 -0.47 -1.54 2.31 -0.213
C 2.032562 1.269493 -0.041200 -2.48 -0.72 -1.37 -0.003
C 0.586727 2.740412 -1.263785 -1.46 0.76 -1.96 -0.165
C -0.770742 0.717519 -0.794741 -0.04 -2.08 0.82 -0.023
C -0.521110 1.857816 -1.409359 0.59 1.40 -0.81 -0.229
C -0.962632 -2.554922 -0.562068 0.57 0.32 -0.85 -0.229
C -0.202878 -0.517535 1.739867 -0.90 1.73 -2.27 -0.190
Si -1.282336 -0.849429 0.199749 0.82 1.85 -0.67 0.595
H 2.509174 3.277222 -0.593415 0.60 -0.11 -0.54 0.094
H 1.122237 0.495201 -0.039568 2.19 1.76 -0.35 0.028
H 0.614808 3.658951 -1.865635 -0.65 -0.40 0.23 0.090
H -1.307409 2.080299 -2.188687 0.62 0.23 0.81 0.134
H 2.989056 0.860691 0.101218 1.13 -0.34 0.81 0.028
H -1.513630 -3.221513 0.107158 0.02 -0.32 -0.34 0.015
H -1.169545 -2.753189 -1.663888 -0.28 0.47 1.55 0.052
H 0.116015 -2.779135 -0.471954 -0.39 0.08 0.24 0.029
H -0.166196 -1.277182 2.400454 0.04 -2.64 2.33 -0.016
H 0.780289 -0.220822 1.475997 1.11 -0.60 -0.59 -0.017
H -0.426097 0.399935 2.238818 -1.14 0.57 0.50 0.040
H -2.730028 -0.537646 0.365552 0.12 -0.43 0.17 -0.019
```
Forces are in eV/Å.

Computed properties:
E_HOMO (alpha / beta) in eV: -6.77 / -6.73
Strongest force on any atom in eV/Å: 3.52
Relative energy (zero: lowest compared OMol25 entry of this formula, charge and spin) in eV: 4.9016
LUMO (alpha / beta) in Eh: -0.02977 / -0.03056
Charge: 0
Calculated total energy in hartree: -563.2055
HOMO-LUMO gap (alpha / beta) in eV: 6.0 / 5.9